1.
{"formula": "C2H2BrP", "method": "ωB97M-V/def2-TZVPD", "lumo_ev": [-1.46, -3.68], "charge": 0, "elements": ["C", "C", "P", "Br", "H", "H"], "coordinates": [[1.247, 0.032, 0.371], [-0.013, 0.005, -0.088], [0.746, 1.550, -0.508], [-3.321, -0.513, -0.527], [2.052, -0.395, 0.889], [-0.711, -0.679, -0.137]]}


2.
{"formula": "C48H46N5O6PRbS2", "method": "ωB97M-V/def2-TZVPD", "lumo_ev": 1.61, "charge": -1, "elements": ["Rb", "C", "C", "C", "C", "C", "C", "H", "H", "H", "H", "H", "H", "C", "C", "C", "C", "C", "C", "P", "C", "C", "C", "C", "C", "C", "C", "C", "C", "C", "C", "C", "H", "H", "H", "H", "H", "H", "H", "H", "H", "H", "H", "H", "H", "H", "C", "C", "C", "C", "C", "C", "C", "S", "O", "O", "N", "C", "C", "C", "C", "C", "C", "C", "C", "N", "C", "H", "H", "H", "H", "H", "H", "H", "H", "H", "H", "H", "H", "H", "C", "C", "S", "O", "O", "C", "C", "N", "C", "N", "C", "C", "N", "O", "O", "C", "H", "H", "H", "H", "H", "H", "H", "H", "H", "H", "H", "H", "H"], "coordinates": [[-1.369, 0.385, 0.185], [-2.811, 4.051, 0.979], [-2.884, 3.895, -0.399], [-3.768, 2.970, -0.945], [-4.571, 2.200, -0.114], [-4.479, 2.338, 1.265], [-3.602, 3.266, 1.812], [-2.127, 4.776, 1.405], [-2.250, 4.489, -1.046], [-3.825, 2.847, -2.019], [-5.254, 1.473, -0.535], [-5.073, 1.703, 1.909], [-3.525, 3.369, 2.887], [1.124, -4.219, -2.043], [-0.217, -3.900, -1.881], [-0.655, -2.612, -2.162], [0.222, -1.634, -2.623], [1.568, -1.962, -2.775], [2.014, -3.246, -2.488], [-0.459, 0.045, -2.964], [-0.822, -0.127, -4.777], [-0.926, -1.334, -5.466], [-1.287, -1.364, -6.810], [-1.549, -0.188, -7.496], [-1.450, 1.025, -6.824], [-1.098, 1.050, -5.483], [1.029, 1.089, -2.870], [1.855, 1.392, -3.959], [3.021, 2.117, -3.749], [3.352, 2.499, -2.451], [2.512, 2.162, -1.390], [1.295, 1.459, -1.529], [1.478, -5.212, -1.796], [-0.912, -4.638, -1.498], [-1.692, -2.353, -1.990], [2.270, -1.200, -3.090], [3.066, -3.484, -2.592], [-0.712, -2.265, -4.956], [-1.357, -2.317, -7.323], [-1.822, -0.213, -8.545], [-1.648, 1.953, -7.348], [-1.024, 2.003, -4.968], [1.609, 1.060, -4.964], [3.668, 2.372, -4.581], [4.266, 3.065, -2.278], [2.837, 2.479, -0.393], [-6.337, -6.176, -2.104], [-5.613, -5.151, -1.265], [-5.587, -5.245, 0.121], [-4.902, -4.311, 0.891], [-4.233, -3.270, 0.269], [-4.265, -3.150, -1.116], [-4.947, -4.086, -1.872], [-3.331, -2.070, 1.224], [-3.681, -2.340, 2.603], [-3.753, -0.784, 0.678], [-1.814, -2.188, 0.900], [-0.992, -3.229, 1.282], [-1.374, -4.483, 1.720], [-0.429, -5.490, 2.008], [0.911, -5.273, 1.879], [1.360, -3.994, 1.464], [2.731, -3.684, 1.317], [3.110, -2.443, 0.900], [2.106, -1.484, 0.637], [0.831, -1.731, 0.779], [0.429, -2.973, 1.172], [-6.944, -6.835, -1.484], [-5.628, -6.796, -2.658], [-6.991, -5.697, -2.835], [-6.113, -6.059, 0.609], [-4.882, -4.372, 1.973], [-3.776, -2.308, -1.591], [-4.970, -3.987, -2.953], [-2.426, -4.700, 1.844], [-0.785, -6.460, 2.337], [1.633, -6.051, 2.098], [3.468, -4.453, 1.528], [4.153, -2.188, 0.757], [2.358, -0.489, 0.270], [4.092, 4.736, 7.272], [4.962, 5.461, 6.251], [5.375, 4.479, 4.825], [6.451, 5.140, 4.131], [5.513, 3.099, 5.230], [3.902, 4.602, 3.841], [3.962, 3.616, 2.673], [2.628, 3.322, 2.173], [1.945, 2.174, 2.411], [0.765, 2.169, 1.819], [0.667, 3.342, 1.153], [1.789, 4.080, 1.372], [2.089, 5.381, 0.880], [1.257, 5.923, 0.182], [3.187, 5.857, 1.152], [2.487, 1.039, 3.209], [4.074, 5.297, 8.207], [4.484, 3.741, 7.472], [3.063, 4.634, 6.925], [5.940, 5.740, 6.649], [4.488, 6.361, 5.855], [3.822, 5.629, 3.492], [3.070, 4.358, 4.507], [4.388, 2.675, 3.009], [4.576, 4.010, 1.872], [-0.171, 3.597, 0.526], [2.757, 1.341, 4.223], [3.375, 0.614, 2.736], [1.723, 0.267, 3.250]]}


3.
{"formula": "C7H8N2O2", "method": "ωB97M-V/def2-TZVPD", "lumo_ev": [-0.24, -0.24], "charge": 0, "elements": ["C", "C", "C", "C", "C", "C", "C", "N", "N", "O", "O", "H", "H", "H", "H", "H", "H", "H", "H"], "coordinates": [[0.948, 1.093, -2.791], [1.376, -0.239, -2.753], [-0.532, 1.720, -1.081], [1.015, -1.031, -1.496], [0.771, -0.227, -0.222], [-0.555, 0.550, -0.219], [-0.998, 0.962, 1.195], [0.687, 3.077, -4.041], [0.870, 2.072, -3.539], [1.991, -0.768, -3.668], [-0.974, 2.784, -1.243], [0.129, -1.630, -1.727], [1.838, -1.728, -1.330], [0.748, -0.920, 0.621], [1.590, 0.474, -0.057], [-1.327, -0.101, -0.654], [-1.945, 1.493, 1.152], [-0.259, 1.608, 1.665], [-1.121, 0.069, 1.802]]}


4.
{"formula": "C3H5LiNaO3", "method": "ωB97M-V/def2-TZVPD", "spin_multiplicity": 2, "lumo_ev": [-0.20, -0.23], "s_squared": 0.75, "charge": 0, "elements": ["O", "C", "C", "O", "O", "C", "Na", "H", "H", "H", "H", "H", "Li"], "coordinates": [[-0.715, 0.076, 1.047], [-0.006, -1.101, 0.720], [-1.505, 0.426, -0.078], [1.093, -1.243, 1.384], [0.176, -1.057, -0.696], [-0.654, -0.043, -1.260], [2.698, -0.964, -0.180], [-1.674, 1.508, -0.069], [-2.470, -0.102, -0.033], [-0.018, 0.764, -1.651], [-1.253, -0.464, -2.076], [2.988, 1.438, 0.749], [1.339, 0.763, 2.142]]}


What energy relative to the best compared isomer or geometry (same formula, charge and spin) values result from the calculations? In sequence: 68.9, 1.9, 102.3, 33.9 kcal per mole.